C4H16O6 | ωB97M-V/def2-TZVPD

Structure (XYZ):
```
26
Properties=species:S:1:pos:R:3:forces:R:3
O -2.20635 -3.40555 0.23185 0.66 -2.82 0.36
C -2.07566 -2.02433 0.21211 2.30 -0.53 -2.29
C -2.26795 -1.42482 1.54779 -0.94 -0.61 0.78
O -2.44079 -0.04310 1.43897 -1.58 1.09 -0.40
H -1.32309 -3.88273 0.28873 -1.83 1.23 -0.08
H -1.02386 -1.90387 -0.12459 -0.40 0.99 0.25
H -2.64613 -1.62852 -0.64642 -0.42 0.12 0.73
H -1.35041 -1.61933 2.09495 -0.03 0.25 0.43
H -3.11544 -1.91336 2.09891 0.61 0.35 -0.49
H -3.26795 0.14405 0.92089 1.22 -0.27 0.76
O 0.11265 0.39981 -1.61201 -0.54 0.45 0.58
C 0.81834 1.46516 -2.25002 1.02 -0.28 0.21
C 2.26130 1.56458 -1.63987 0.21 -0.46 -0.27
O 2.99865 2.51143 -2.37703 1.79 1.08 1.08
H 0.68195 -0.38214 -1.59734 -0.07 0.31 -0.10
H 0.85651 1.16988 -3.26635 0.80 -0.18 -1.33
H 0.23981 2.42211 -2.36025 0.44 -0.84 1.27
H 2.88018 0.62131 -1.72367 -1.35 0.16 0.01
H 2.29873 1.81245 -0.56753 -0.65 0.02 -0.19
H 3.81522 2.69416 -1.81177 -1.60 -0.15 -1.43
O -0.03178 1.01526 1.17616 0.28 0.16 0.11
H 0.09645 1.13679 0.22985 0.15 -0.19 -0.14
H -0.95511 0.71945 1.22059 -0.05 0.06 0.22
O 2.21629 0.45275 2.94240 0.74 -0.11 0.44
H 1.96223 -0.42128 3.19063 0.68 -1.41 1.18
H 1.46621 0.51984 2.38303 -1.45 1.61 -1.70
```
Positions in Å, forces in eV/Å.

Results
SMILES: OCCO.OCCO.O.O
E_HOMO in eV: -10.52
Energy above the lowest of the compared OMol25 structures with the same formula, charge and spin in eV: 3.053
LUMO in eV: 0.328
E in eV: -16690.4642